Entry 1:
Here is a structure of composition C4H10ClO2 at a distorted geometry from OMol25. Energies are from ωB97M-V/def2-TZVPD.

Structure (ORCA input):
```
! RIJCOSX wB97M-V def2-TZVPD def2/J DEFGRID3
* xyz -1 1
C -27.1470 -199.3102 -116.1523
H -26.4255 -200.0249 -115.9608
H -27.4416 -198.9464 -115.1415
H -29.6165 -198.5454 -118.8317
H -27.5013 -200.7524 -118.3875
H -31.5788 -201.7023 -119.5162
H -26.5138 -198.4004 -116.2317
H -31.5563 -199.9145 -120.2221
H -27.1193 -199.0641 -118.5476
C -29.2013 -199.5245 -118.9780
H -30.6587 -200.8530 -120.6955
O -28.4078 -199.4137 -116.9241
Cl -26.0108 -197.6194 -117.4601
C -31.0676 -200.7937 -119.7737
O -30.1084 -200.5574 -118.6512
H -28.7274 -199.6230 -120.0320
C -28.0739 -199.7008 -118.3058
*
```

molecular weight: 125.575 g mol⁻¹
total energy: -20922.9715 eV
LUMO: 3.28 eV
ΔE to the lowest compared entry with this formula, charge and spin: 7.182 eV
HOMO level: -0.0777 Ha


Entry 2:
Here is a cluster of 2 separate species, C4H10FI2N2 in total at a distorted geometry from OMol25. Energies are from ωB97M-V/def2-TZVPD.

Structure (ORCA input):
```
! RIJCOSX wB97M-V def2-TZVPD def2/J DEFGRID3
* xyz 1 1
H 0.9722 1.5257 -0.9547
H 0.6225 0.6884 1.0587
H 1.4969 -2.1237 1.6536
I -1.0403 -2.8822 -0.0020
H 2.0465 -0.5421 2.4294
H -2.9748 -0.4026 0.1818
H -0.4044 -0.3572 2.3404
H -0.8924 1.3304 -1.0909
N -2.2478 0.2641 -0.0150
F -2.2901 1.2363 0.8986
I 2.9853 -0.7500 -0.0808
H 0.7634 -0.9937 -1.4440
C 0.2966 -0.3802 1.3429
C 1.5916 -1.0160 1.6024
H 0.2663 1.3134 -2.4680
N -0.0697 -0.4561 -1.2205
H -0.8917 -0.6815 -1.7595
C 0.1148 1.0732 -1.4114
C -0.4877 -0.8496 0.1269
*
```

molecular weight: 358.944 g mol⁻¹
total energy: -26197.4998 eV
LUMO (spin up / spin down): -4.26 / -4.26 eV
ΔE to the lowest compared entry with this formula, charge and spin: 2.075 eV
HOMO level (spin up / spin down): -0.4942 / -0.4943 Ha


Entry 3:
Here is the molecule C4H10FN at a distorted geometry from OMol25. Energies are from ωB97M-V/def2-TZVPD.

Structure (ORCA input):
```
! RIJCOSX wB97M-V def2-TZVPD def2/J DEFGRID3
* xyz 0 1
N -1.2301 -0.7710 0.4674
F -2.5091 -0.0582 0.2169
H 0.5812 1.0649 -1.9153
C -0.1968 0.3101 -1.5449
C -0.0148 -0.0224 -0.0937
H 0.8088 -2.1829 -0.2522
H -0.1077 -0.5500 -2.2786
H 1.1748 1.4962 0.7203
H -0.3889 2.0901 0.3968
C 1.1781 -1.2545 0.3572
H -0.2101 0.9866 1.7909
H 2.2280 -0.9802 0.2110
H -1.1626 -0.6210 1.5034
H -1.1746 0.7620 -1.6982
C 0.1427 1.2047 0.7035
H 0.8813 -1.4745 1.4156
*
```

molecular weight: 91.129 g mol⁻¹
total energy: -8514.7520 eV
LUMO: 0.87 eV
ΔE to the lowest compared entry with this formula, charge and spin: 2.927 eV
SMILES string: CC(C)(C)NF
HOMO level: -0.3625 Ha


Entry 4:
Here is a cluster of 2 separate species, C4H10FN in total at a distorted geometry from OMol25. Energies are from ωB97M-V/def2-TZVPD.

Structure (ORCA input):
```
! RIJCOSX wB97M-V def2-TZVPD def2/J DEFGRID3
* xyz 0 1
C -1.3013 -0.5765 0.8167
H 1.5845 0.5073 -0.6007
C 0.0913 -0.1804 -1.7191
H -0.8214 1.3611 0.0569
H 1.1570 1.7955 1.4696
H 0.7891 -0.9015 -2.4137
C -0.2382 0.5308 0.5773
F 1.1237 -1.4761 0.1009
H 1.5371 -0.0945 1.4312
H -1.7620 -0.4550 -0.0517
H -0.5755 -1.4453 0.9954
N 0.6118 0.8714 1.7630
H -1.9996 -0.3265 1.6423
C 0.8078 -0.1029 -0.4675
H -1.0624 -0.4692 -1.6438
H 0.0580 0.9619 -1.9570
*
```

molecular weight: 91.129 g mol⁻¹
total energy: -8513.5430 eV
LUMO: 0.85 eV
ΔE to the lowest compared entry with this formula, charge and spin: 4.136 eV
HOMO level: -0.3457 Ha


Entry 5:
Here is a structure of composition C4H10FN at a distorted geometry from OMol25. Energies are from ωB97M-V/def2-TZVPD.

Structure (ORCA input):
```
! RIJCOSX wB97M-V def2-TZVPD def2/J DEFGRID3
* xyz 0 1
H 0.5091 -0.4141 -2.0225
N 0.5694 0.5678 -1.5779
H -1.1779 -1.6300 -0.9407
C -1.4231 -0.6905 -0.4887
H 1.7526 0.0861 1.0401
H -0.4194 0.7783 -2.1427
C -0.0590 0.1714 -0.2574
H -1.8877 1.7001 0.0952
H 0.0274 1.8371 1.5756
C -0.3506 1.5918 0.2519
H -2.0774 -0.8583 0.3746
F 0.4540 -1.1133 1.6385
C 1.0039 -0.5533 0.5623
H 1.6897 -1.3304 0.0859
H 0.1731 2.8580 -0.6470
H -1.6890 -0.0981 -1.5285
*
```

molecular weight: 91.129 g mol⁻¹
total energy: -8510.8137 eV
LUMO: 0.62 eV
ΔE to the lowest compared entry with this formula, charge and spin: 6.865 eV
HOMO level: -0.3769 Ha


Entry 6:
Here is the molecule C4H10FN at a distorted geometry from OMol25. Energies are from ωB97M-V/def2-TZVPD.

Structure (ORCA input):
```
! RIJCOSX wB97M-V def2-TZVPD def2/J DEFGRID3
* xyz 0 1
H -0.7157 -1.0405 -2.2539
C 0.7634 0.7669 1.0665
H -0.3047 0.9255 -0.8299
H -2.2772 -0.5961 -1.4019
F 0.2318 -2.2478 0.0587
H -1.7569 -2.3218 -1.4283
C 0.1138 0.1841 -0.1616
C -1.4255 -1.2645 -1.3522
H 1.3614 0.1035 1.7153
H -1.2329 -1.2499 0.7037
H 0.9761 2.7609 0.9438
C -0.5470 -1.0998 -0.1250
H -0.0897 1.1026 1.6492
N 1.5214 1.9560 0.7056
H 2.2636 2.0256 1.3708
H 1.1182 -0.0045 -0.6609
*
```

molecular weight: 91.129 g mol⁻¹
total energy: -8516.8021 eV
LUMO: 1.04 eV
ΔE to the lowest compared entry with this formula, charge and spin: 0.877 eV
SMILES string: C[C@@H](F)CCN
HOMO level: -0.3539 Ha


Entry 7:
Here is the ion C4H10FN2 with charge +1 at a distorted geometry from OMol25. Energies are from ωB97M-V/def2-TZVPD.

Structure (ORCA input):
```
! RIJCOSX wB97M-V def2-TZVPD def2/J DEFGRID3
* xyz 1 1
H -0.8923 -0.3546 -1.0874
H 2.0311 1.4229 -2.0607
N -0.7978 -1.5362 1.8137
F 1.5639 0.7103 0.6210
H -0.0349 -2.6379 0.2015
H 0.8361 2.1797 -1.1104
H -1.9661 0.8744 0.4294
C -0.4651 -0.3056 -0.1406
H -1.0228 -0.4038 1.8554
H -0.5968 1.5287 0.7226
H 0.2095 1.1705 -2.3432
H -0.8622 -2.1199 2.6809
C -0.3902 -1.6725 0.6445
H 1.4376 -0.8416 -0.8106
C 1.0338 0.1554 -0.5515
C 0.9783 1.2806 -1.6008
N -1.0620 0.5496 0.7361
*
```

molecular weight: 105.136 g mol⁻¹
total energy: -9999.8315 eV
LUMO: -4.15 eV
ΔE to the lowest compared entry with this formula, charge and spin: 0.682 eV
SMILES string: C[C@@H](F)[C@H](N)C=[NH2+]
HOMO level: -0.5723 Ha


Entry 8:
Here is the molecule C4H10FN3 at a distorted geometry from OMol25. Energies are from ωB97M-V/def2-TZVPD.

Structure (ORCA input):
```
! RIJCOSX wB97M-V def2-TZVPD def2/J DEFGRID3
* xyz 0 1
F -1.3897 1.5163 -0.2228
H 2.8428 1.2178 0.6561
H -0.3474 -2.2146 -0.8940
C 2.1849 1.0227 -0.2797
H -2.2987 -1.6197 0.4898
N 0.6262 -0.5740 -0.8399
C -1.7315 -0.7260 -0.0723
C 1.3752 -0.0952 0.0750
N 1.5354 -0.6279 1.2186
H -1.0777 0.8603 1.5753
H 1.4938 1.8959 -0.2769
N -0.3538 -1.2967 -0.3517
H -2.2790 -0.6146 -1.0254
C -1.7527 0.5347 0.6340
H 0.3847 -0.0425 -1.6161
H -2.9302 0.6010 0.7740
H 0.8126 -1.4266 1.2447
H 2.7972 0.7698 -1.2535
*
```

molecular weight: 119.143 g mol⁻¹
total energy: -11494.5897 eV
LUMO: 0.74 eV
ΔE to the lowest compared entry with this formula, charge and spin: 3.387 eV
SMILES string: [H]/N=C(/C)NNCCF
HOMO level: -0.3210 Ha


Entry 9:
Here is a cluster of 2 separate species, C4H10FNO4S4 in total at a distorted geometry from OMol25. Energies are from ωB97M-V/def2-TZVPD.

Structure (ORCA input):
```
! RIJCOSX wB97M-V def2-TZVPD def2/J DEFGRID3
* xyz 0 1
H 3.9073 -0.5762 0.6693
C 3.0905 -1.1551 0.2308
O -1.7834 0.2585 0.2510
H 1.8993 0.6317 0.4593
O 4.4210 -0.4179 -1.9330
H -0.0031 -0.1568 -0.8679
H 3.0759 -2.1616 0.6580
H 1.2593 -0.7598 1.3394
S -2.3327 1.3285 1.2679
C 1.7453 -0.4530 0.4079
C 1.7934 -0.5833 -2.0191
C 0.8891 -0.7873 -0.8126
H 0.5629 -1.8329 -0.7602
H 1.4219 -1.0713 -2.9218
S -4.8326 0.0756 0.4540
H -5.2894 3.6555 1.4117
O 3.3314 -2.7097 -1.8808
S -4.8820 2.4672 2.0957
H 1.9633 0.4808 -2.2084
N -4.0180 1.5624 0.8770
S 3.3478 -1.3050 -1.5307
O -2.0546 0.8236 2.7049
F -1.4929 2.7848 0.9170
H -6.0197 -0.0988 1.1906
*
```

molecular weight: 283.393 g mol⁻¹
total energy: -60044.0046 eV
LUMO: -1.96 eV
SMILES string: O=S(=O)(F)N(S)S.O=S1(=O)CCCC1
HOMO level: -0.3705 Ha


Entry 10:
Here is the ion C4H10FNP with charge +1 at a distorted geometry from OMol25. Energies are from ωB97M-V/def2-TZVPD.

Structure (ORCA input):
```
! RIJCOSX wB97M-V def2-TZVPD def2/J DEFGRID3
* xyz 1 1
C -0.6579 -0.0990 -1.7488
P 1.6070 -0.6460 1.9622
H -1.4415 -0.0407 1.5082
C -0.2696 0.0199 -0.3038
C 0.1969 -1.1022 0.5822
H 2.6408 -1.2345 1.2455
C -1.1530 -0.6958 0.7157
H -1.3451 0.6267 -1.9363
H 0.2833 0.1245 -2.3991
H -0.1506 2.1532 0.2152
F 0.5288 -2.1998 -0.1260
H -0.8815 -1.2004 -1.9559
H -1.8923 -1.1738 0.1776
H 1.4353 -1.6392 2.9320
N 0.3770 1.3135 0.1229
H 1.0364 1.7371 -0.4988
H 0.6991 1.3844 1.0963
*
```

molecular weight: 122.103 g mol⁻¹
total energy: -17796.9539 eV
LUMO: -3.59 eV
ΔE to the lowest compared entry with this formula, charge and spin: 0.379 eV
SMILES string: C[C@@]1([NH3+])C[C@]1(F)P
HOMO level: -0.5129 Ha


Entry 11:
Here is a structure of composition C4H10I4N3 at a distorted geometry from OMol25. Energies are from ωB97M-V/def2-TZVPD.

Structure (ORCA input):
```
! RIJCOSX wB97M-V def2-TZVPD def2/J DEFGRID3
* xyz 1 1
H -1.0824 -1.0074 -1.2492
H 0.2681 1.5231 -1.8389
I 3.7788 -0.9430 2.1551
N 1.0780 -0.4482 -1.5130
N -1.4999 0.7347 -0.2614
H -2.1995 1.9285 1.0977
H -3.5097 1.3792 -0.1581
H 3.9124 -2.3369 2.9263
H 0.6303 -0.8695 0.1941
I 0.1373 0.3028 4.1915
C 0.0610 0.4255 -2.1085
C 0.3805 -0.8693 1.3980
I -0.3128 -2.6747 2.2113
H -2.2065 0.4348 -2.1770
H -0.2252 0.2875 -3.1551
C -2.4928 1.3059 0.3030
C -1.4120 0.0752 -1.4630
H 1.1372 -1.3626 -1.9790
H 2.0370 -0.0093 -1.5660
N 0.3829 0.2496 2.0096
I 1.1371 1.8740 0.9825
*
```

molecular weight: 607.761 g mol⁻¹
total energy: -41172.1520 eV
LUMO: -5.74 eV
ΔE to the lowest compared entry with this formula, charge and spin: 2.180 eV
HOMO level: -0.4471 Ha


Entry 12:
Here is a cluster of 2 separate species, C4H10IN3O3P in total at a distorted geometry from OMol25. Energies are from ωB97M-V/def2-TZVPD.

Structure (ORCA input):
```
! RIJCOSX wB97M-V def2-TZVPD def2/J DEFGRID3
* xyz 1 1
I 3.4959 -1.8748 -0.0028
H -2.1608 -2.5758 1.2425
H -1.8088 1.3384 0.5893
H -2.9936 0.4603 -0.6700
H -2.6476 -0.1396 0.7783
H 2.2775 4.3944 -0.7103
N 1.7241 3.5460 -0.5663
H -0.9258 -0.3836 -1.5133
H -0.9363 -3.3814 0.2802
O 1.1741 0.9697 -0.5515
H 0.3122 -1.6093 -0.2788
P 2.0638 2.4270 0.4164
O 3.9583 1.0014 -0.2603
N 4.5454 -0.0058 -0.1887
C -0.5477 -1.3183 0.3237
O -0.3886 1.8404 0.6789
H -0.1978 -0.9466 1.3169
C -0.9984 -0.1296 -0.4998
N -2.2943 0.4661 -0.0104
H -2.1560 -2.5428 -0.5170
C -1.4949 -2.5239 0.2774
C -0.0006 0.9878 -0.1344
*
```

molecular weight: 306.020 g mol⁻¹
total energy: -32302.2864 eV
LUMO: -4.33 eV
ΔE to the lowest compared entry with this formula, charge and spin: 1.124 eV
HOMO level: -0.4607 Ha


Entry 13:
Here is the molecule C4H10N at a distorted geometry from OMol25. Energies are from ωB97M-V/def2-TZVPD.

Structure (ORCA input):
```
! RIJCOSX wB97M-V def2-TZVPD def2/J DEFGRID3
* xyz 0 2
H -0.1675 2.5736 1.6052
H -1.7751 1.6400 1.1028
H 0.7707 -1.9508 -2.3835
N 0.2705 -1.3366 -1.8338
H -0.4874 2.0971 -0.1683
H -0.7520 -1.5892 -1.7573
H 0.3487 0.7031 2.0820
H 0.6180 -2.4637 -0.1456
C -0.6974 1.8379 0.9228
H 0.3055 -0.4156 -2.3421
H 1.5191 0.3619 0.2300
C 0.7556 -0.2788 0.3239
C 0.5667 -1.4081 -0.3837
C -0.2333 0.4203 1.2472
H -1.0421 -0.1911 1.5005
*
```

molecular weight: 72.131 g mol⁻¹
total energy: -5794.1350 eV
LUMO (spin up / spin down): 0.56 / 0.35 eV
ΔE to the lowest compared entry with this formula, charge and spin: 3.938 eV
expectation value of S²: 0.7589
HOMO level (spin up / spin down): -0.2019 / -0.2240 Ha


Entry 14:
Here is a cluster of 2 separate species, C4H10N in total at a distorted geometry from OMol25. Energies are from ωB97M-V/def2-TZVPD.

Structure (ORCA input):
```
! RIJCOSX wB97M-V def2-TZVPD def2/J DEFGRID3
* xyz 1 1
H 0.7041 -3.8161 -0.4483
N 0.2030 -1.9208 -0.1751
H -1.0404 1.4752 -1.2425
H 0.8951 -2.6812 -1.9846
H -1.6431 0.6965 1.2480
C 0.6659 -2.8476 -0.9394
H 1.1340 1.7149 1.0573
H -0.7289 1.6165 2.5714
H -0.2368 2.9725 -0.9492
C 0.1260 1.7260 0.6578
C -0.1250 1.8856 -0.8146
H -0.0010 -2.2297 0.7623
H 0.0361 -1.0368 -0.6573
C -0.8611 1.3925 1.5146
H 0.6628 1.7335 -1.5648
*
```

molecular weight: 72.131 g mol⁻¹
total energy: -5790.7545 eV
LUMO: -5.98 eV
ΔE to the lowest compared entry with this formula, charge and spin: 3.103 eV
HOMO level: -0.4554 Ha